Entry 1:
ORCA calculation (wB97M-V/def2-TZVPD) on C59H51ClIKN2OP3 as an isolated structure at a distorted geometry.

Each line ends with the Mulliken charge.
Positions of all 119 atoms, in Å:
K1 0.000 0.000 0.000  1.836
C1 -1.521 -3.961 1.204  -1.536
N1 -2.789 -3.198 1.172  1.543
C2 -3.043 -2.319 2.330  -1.825
P1 -2.209 -0.742 1.877  1.618
C3 -2.155 0.137 3.467  -0.298
C4 -3.207 0.131 4.395  -0.103
C5 -3.102 0.834 5.599  -0.799
C6 -1.945 1.551 5.892  -0.519
C7 -0.892 1.568 4.983  -0.697
C8 -0.996 0.865 3.780  -0.123
C9 -3.524 0.118 0.931  0.814
C10 -4.058 1.363 1.296  -0.163
C11 -5.074 1.964 0.542  -0.547
C12 -5.560 1.342 -0.604  -0.786
C13 -5.020 0.127 -1.007  -0.736
C14 -4.007 -0.470 -0.251  -0.683
C15 -3.876 -4.041 0.817  -0.595
C16 -4.007 -4.448 -0.521  -0.047
C17 -5.065 -5.259 -0.941  -0.888
C18 -6.021 -5.680 -0.024  -0.418
C19 -5.909 -5.300 1.310  -0.738
C20 -4.843 -4.495 1.727  -0.042
P2 -0.435 -2.944 0.123  1.165
C21 -0.444 -3.849 -1.452  0.454
C22 -0.187 -5.224 -1.559  -0.389
C23 -0.213 -5.863 -2.802  -0.877
C24 -0.496 -5.136 -3.956  -0.469
C25 -0.753 -3.771 -3.869  -0.787
C26 -0.726 -3.132 -2.626  0.096
C27 1.226 -3.248 0.819  1.213
C28 2.332 -3.597 0.028  -0.861
C29 3.597 -3.786 0.595  -0.855
C30 3.786 -3.605 1.961  -0.516
C31 2.714 -3.221 2.759  -0.416
C32 1.451 -3.034 2.191  -0.832
H1 -1.620 -4.991 0.845  0.506
H2 -1.152 -4.033 2.232  0.421
H3 -2.638 -2.753 3.251  0.405
H4 -4.107 -2.109 2.486  0.771
H5 -4.133 -0.398 4.186  0.344
H6 -3.930 0.829 6.303  0.386
H7 -1.867 2.103 6.826  0.376
H8 0.012 2.130 5.204  0.505
H9 -0.160 0.898 3.082  -0.088
H10 -3.697 1.896 2.171  0.290
H11 -5.481 2.923 0.853  0.430
H12 -6.349 1.808 -1.187  0.330
H13 -5.380 -0.364 -1.906  0.435
H14 -3.595 -1.414 -0.604  0.234
H15 -3.290 -4.108 -1.262  0.435
H16 -5.141 -5.547 -1.985  0.413
H17 -6.851 -6.302 -0.349  0.358
H18 -6.654 -5.627 2.030  0.364
H19 -4.787 -4.240 2.781  0.405
H20 0.048 -5.815 -0.677  0.416
H21 -0.008 -6.928 -2.867  0.365
H22 -0.515 -5.633 -4.922  0.351
H23 -0.974 -3.199 -4.766  0.432
H24 -0.932 -2.064 -2.581  0.087
H25 2.235 -3.715 -1.048  0.479
H26 4.435 -4.062 -0.039  0.370
H27 4.771 -3.745 2.399  0.317
H28 2.861 -3.051 3.823  0.395
H29 0.646 -2.695 2.840  -0.147
I1 2.103 -1.163 -1.952  0.046
C33 3.603 -0.105 -3.010  0.122
C34 4.462 -0.995 -3.690  -0.861
C35 5.482 -0.518 -4.489  -0.725
C36 5.644 0.849 -4.622  -0.946
C37 4.808 1.760 -3.957  1.103
C38 5.075 3.114 -4.193  -0.829
C39 4.323 4.110 -3.604  -1.178
C40 3.296 3.759 -2.747  -0.241
C41 2.987 2.406 -2.456  1.178
P3 1.619 2.144 -1.235  -1.049
C42 0.244 3.153 -1.870  0.617
C43 -0.674 3.772 -1.007  0.775
C44 -1.751 4.513 -1.505  -0.667
C45 -1.949 4.622 -2.878  -0.870
C46 -1.079 3.980 -3.752  -0.639
C47 0.000 3.245 -3.252  -0.976
C48 2.281 2.980 0.242  1.448
C49 2.894 2.174 1.218  -1.740
C50 3.435 2.728 2.382  -0.473
C51 3.375 4.102 2.591  -0.616
C52 2.774 4.919 1.638  -0.448
C53 2.232 4.362 0.475  -0.257
C54 3.744 1.333 -3.094  0.151
H30 4.336 -2.073 -3.609  0.295
H31 6.140 -1.206 -5.014  0.368
H32 6.448 1.205 -5.267  0.222
H33 5.886 3.413 -4.857  0.246
H34 4.537 5.156 -3.804  0.370
H35 2.724 4.571 -2.305  0.245
H36 -0.569 3.681 0.072  -0.321
H37 -2.441 4.995 -0.817  0.298
H38 -2.790 5.191 -3.266  0.328
H39 -1.241 4.039 -4.826  0.390
H40 0.645 2.734 -3.965  0.487
H41 2.959 1.095 1.081  0.604
H42 3.904 2.083 3.121  0.403
H43 3.797 4.535 3.494  0.341
H44 2.727 5.993 1.796  0.383
H45 1.773 5.034 -0.245  0.402
Cl1 1.790 -0.180 2.036  -0.440
O1 -0.808 2.043 0.891  0.857
N2 -1.286 3.232 1.415  0.144
C55 -2.426 3.228 2.183  0.349
C56 -2.912 4.482 2.723  -0.950
C57 -2.245 5.624 2.466  -0.845
C58 -1.039 5.595 1.648  -0.539
C59 -0.614 4.414 1.162  -0.104
H46 -2.913 2.277 2.350  -0.913
H47 -3.810 4.461 3.325  0.545
H48 -2.581 6.576 2.854  0.380
H49 -0.506 6.512 1.444  0.515
H50 0.272 4.313 0.547  -0.494
H51 -1.497 0.150 -1.702  -0.071

As for the expectation value of S²: 0.772. For the total energy, the calculation gives -4845.116693 a.u. Its spin multiplicity is 2. The net charge is -2. For the HOMO energy (alpha / beta), the calculation gives 0.95 / -0.32 eV.



Entry 2:
ORCA calculation (wB97M-V/def2-TZVPD) on one molecule with the formula C6H12O at a distorted geometry.

Each line ends with the natural charge from an NBO analysis.
Positions of all 19 atoms, in Å:
C1 2.453 -0.471 0.139  -0.699
C2 1.457 0.868 -0.337  -0.042
O1 0.391 1.121 0.528  -0.513
C3 -0.184 -0.128 0.735  0.053
C4 -1.518 -0.226 1.376  -0.437
C5 -1.357 -0.571 -0.093  -0.257
C6 -1.946 0.331 -1.151  -0.611
H1 2.235 -1.480 0.605  0.226
H2 3.191 -0.080 0.835  0.214
H3 2.903 -0.791 -0.796  0.213
H4 1.072 0.622 -1.340  0.159
H5 2.001 1.834 -0.399  0.198
H6 0.691 -0.791 0.827  0.211
H7 -2.041 0.706 1.592  0.224
H8 -1.691 -1.012 2.103  0.218
H9 -1.362 -1.632 -0.338  0.207
H10 -1.393 0.251 -2.095  0.205
H11 -2.989 0.070 -1.359  0.211
H12 -1.913 1.378 -0.833  0.217

The SMILES is CCO[C@H]1C[C@H]1C. For the total energy, the calculation gives -310.949947 a.u. For the HOMO energy, the calculation gives -9.09 eV. The calculation puts the energy above the lowest of the compared OMol25 structures with the same formula, charge and spin at 68.60 kcal per mole.



Entry 3:
ORCA calculation (wB97M-V/def2-TZVPD) on a 3-piece molecular cluster, C5H7NO overall at a distorted geometry.

Each line ends with the natural charge from an NBO analysis.
Positions of all 14 atoms, in Å:
C1 -0.843 -1.354 -0.109  0.167
C2 0.309 -1.771 0.391  -0.549
C3 1.725 0.632 0.986  0.285
O1 -1.846 -0.772 0.594  -0.672
N1 2.855 0.434 0.823  -0.730
C4 -0.831 2.046 -0.792  -0.235
C5 -1.646 2.254 -1.648  -0.236
H1 -1.544 -0.618 1.499  0.476
H2 -1.105 -1.459 -1.152  0.182
H3 3.815 0.238 0.629  0.448
H4 0.535 -1.682 1.445  0.194
H5 1.048 -2.241 -0.229  0.210
H6 -0.106 1.871 -0.053  0.237
H7 -2.367 2.423 -2.383  0.222

For the total energy, the calculation gives -324.549199 a.u. For the HOMO energy, the calculation gives -8.76 eV. The calculation puts the energy above the lowest of the compared OMol25 structures with the same formula, charge and spin at 109.98 kcal per mole.



Entry 4:
ORCA calculation (wB97M-V/def2-TZVPD) on a 3-piece molecular cluster, C22H50N3O overall.

Each line ends with the Mulliken charge.
Positions of all 76 atoms, in Å:
C1 -2.912 0.600 2.330  -0.205
C2 -3.884 -0.374 3.007  -0.512
C3 -3.254 -1.719 3.299  -0.446
O1 -2.165 -1.634 4.235  -0.460
C4 -0.895 -1.556 3.697  1.001
C5 0.092 -1.480 4.810  -0.772
N1 1.089 -2.241 4.627  0.079
C6 0.981 -3.153 3.449  -0.012
C7 2.218 -3.171 2.559  -1.278
C8 2.464 -1.989 1.615  -0.048
C9 2.318 -0.611 2.253  -0.117
C10 -0.389 -2.753 2.859  -0.417
H1 -2.202 0.042 1.716  -0.541
H2 -2.360 1.186 3.065  0.304
H3 -3.439 1.284 1.670  0.388
H4 -4.710 -0.587 2.325  0.343
H5 -4.294 0.048 3.924  0.337
H6 -3.970 -2.405 3.745  0.366
H7 -2.905 -2.162 2.360  0.226
H8 -0.722 -0.624 3.132  -0.050
H9 -0.020 -0.817 5.659  0.496
H10 1.894 -2.243 5.246  0.284
H11 0.897 -4.151 3.880  0.361
H12 2.127 -4.087 1.974  0.386
H13 3.093 -3.313 3.200  0.471
H14 1.833 -2.066 0.729  0.093
H15 3.488 -2.087 1.254  0.491
H16 2.623 0.162 1.549  -0.152
H17 2.963 -0.509 3.128  0.358
H18 1.284 -0.402 2.525  -0.297
H19 -1.076 -3.586 2.999  0.531
H20 -0.353 -2.535 1.795  -0.133
C11 -1.006 -1.197 -0.935  -0.719
C12 -2.418 -1.112 -1.496  -1.037
N2 -2.891 0.251 -1.637  0.315
C13 -4.321 0.340 -1.896  -0.661
C14 -4.857 -0.244 -3.206  -1.099
C15 -2.042 1.131 -2.427  -0.461
C16 -1.722 0.717 -3.868  -1.062
H21 -0.932 -0.647 0.008  -0.084
H22 -0.746 -2.242 -0.751  0.459
H23 -0.260 -0.794 -1.620  0.232
H24 -3.103 -1.619 -0.808  0.519
H25 -2.453 -1.684 -2.436  0.381
H26 -4.603 1.394 -1.830  0.442
H27 -4.828 -0.159 -1.062  0.292
H28 -4.604 0.375 -4.065  0.231
H29 -5.946 -0.304 -3.160  0.432
H30 -4.483 -1.252 -3.389  0.277
H31 -1.099 1.259 -1.888  0.131
H32 -2.510 2.119 -2.425  0.405
H33 -1.443 -0.336 -3.935  0.240
H34 -0.878 1.301 -4.239  0.390
H35 -2.557 0.886 -4.545  0.309
C17 3.712 4.602 -2.745  -1.435
C18 3.466 3.128 -3.023  -0.170
N3 3.971 2.257 -1.973  0.192
C19 4.017 0.856 -2.347  -0.981
C20 2.689 0.128 -2.592  -0.459
C21 3.492 2.543 -0.635  -0.887
C22 1.974 2.547 -0.397  -0.677
H36 4.769 4.786 -2.550  0.336
H37 3.415 5.193 -3.612  0.444
H38 3.136 4.965 -1.893  0.283
H39 3.988 2.852 -3.942  0.469
H40 2.393 2.977 -3.223  0.104
H41 4.577 0.323 -1.572  0.379
H42 4.623 0.786 -3.255  0.391
H43 2.159 -0.074 -1.660  -0.173
H44 2.879 -0.833 -3.074  0.518
H45 2.027 0.696 -3.246  0.225
H46 3.882 3.518 -0.334  0.334
H47 3.966 1.823 0.039  0.388
H48 1.442 3.102 -1.171  0.364
H49 1.755 3.035 0.556  0.440
H50 1.554 1.541 -0.355  -0.092

For the total energy, the calculation gives -1107.463901 a.u. The net charge is +1. For the HOMO energy, the calculation gives -9.94 eV.



Entry 5:
ORCA calculation (wB97M-V/def2-TZVPD) on one molecule with the formula C5H12N2O2 at a distorted geometry.

Each line ends with the natural charge from an NBO analysis.
Positions of all 21 atoms, in Å:
C1 -2.347 0.391 0.734  -0.429
N1 -1.655 -0.339 -0.308  -0.647
C2 -0.494 0.211 -0.904  0.312
O1 -0.409 1.582 -0.852  -0.686
C3 0.928 -0.454 -0.269  -0.027
C4 2.083 0.071 -1.106  -0.621
C5 1.029 -0.067 1.204  -0.639
N2 0.736 -1.829 -0.527  0.129
O2 -0.033 -2.429 0.240  -0.351
H1 -3.234 -0.181 0.997  0.217
H2 -2.668 1.355 0.337  0.202
H3 -1.763 0.555 1.648  0.165
H4 -1.519 -1.323 -0.065  0.395
H5 -0.455 -0.061 -1.964  0.175
H6 -0.515 1.880 0.061  0.471
H7 3.032 -0.162 -0.627  0.213
H8 2.004 1.150 -1.225  0.230
H9 2.066 -0.398 -2.086  0.226
H10 1.993 -0.402 1.587  0.225
H11 0.250 -0.560 1.784  0.232
H12 0.972 1.012 1.340  0.207

The SMILES is CN[C@@H](O)C(C)(C)N=O. For the total energy, the calculation gives -457.599549 a.u. For the HOMO energy (alpha / beta), the calculation gives -8.55 / -8.55 eV. The calculation puts the energy above the lowest of the compared OMol25 structures with the same formula, charge and spin at 93.73 kcal per mole.



Entry 6:
ORCA calculation (wB97M-V/def2-TZVPD) on C22H16N2O2Pd as an isolated structure.

Each line ends with the natural charge from an NBO analysis.
Positions of all 43 atoms, in Å:
Pd1 -0.704 0.169 0.283  -0.161
N1 1.383 -1.589 -1.404  -0.869
C1 1.252 -2.812 -0.733  0.287
C2 2.385 -3.526 -0.335  -0.304
C3 2.286 -4.748 0.315  -0.228
C4 1.034 -5.279 0.581  -0.272
C5 -0.097 -4.575 0.179  -0.201
C6 -0.031 -3.353 -0.485  -0.101
C7 -1.302 -2.719 -0.950  -0.042
C8 -2.145 -3.567 -1.686  -0.254
C9 -3.390 -3.158 -2.129  -0.300
C10 -3.803 -1.868 -1.811  -0.243
C11 -2.961 -1.028 -1.094  -0.275
C12 -1.661 -1.383 -0.638  -0.287
H1 0.574 -0.995 -1.124  0.409
H2 2.225 -1.113 -1.104  0.353
H3 3.363 -3.099 -0.536  0.185
H4 3.184 -5.271 0.624  0.184
H5 0.933 -6.220 1.110  0.184
H6 -1.080 -4.976 0.399  0.201
H7 -1.800 -4.571 -1.919  0.185
H8 -4.020 -3.827 -2.707  0.176
H9 -4.779 -1.511 -2.130  0.174
H10 -3.321 -0.030 -0.873  0.193
O1 0.088 2.737 4.320  -0.794
C13 0.191 2.015 3.293  0.717
O2 0.334 0.794 3.193  -0.697
C14 0.173 2.838 1.971  0.144
C15 0.344 4.244 2.118  -0.237
C16 0.393 5.051 1.032  -0.178
C17 0.270 4.468 -0.251  -0.128
C18 0.312 5.236 -1.439  -0.215
C19 0.192 4.637 -2.661  -0.238
C20 0.028 3.239 -2.737  -0.233
C21 -0.021 2.475 -1.603  -0.212
C22 0.091 3.067 -0.323  0.230
N2 0.035 2.262 0.798  -0.428
H11 0.424 4.601 3.135  0.250
H12 0.524 6.125 1.120  0.185
H13 0.441 6.311 -1.356  0.188
H14 0.225 5.232 -3.568  0.189
H15 -0.063 2.759 -3.705  0.199
H16 -0.174 1.393 -1.618  0.263

For the total energy, the calculation gives -1235.839317 a.u. The net charge is -2. For the HOMO energy, the calculation gives 0.44 eV. The calculation puts the energy above the lowest of the compared OMol25 structures with the same formula, charge and spin at 1.09 kcal per mole.